# 1
This record from OMol25 describes a gas-phase ion, C26H34N3O2 (charge +1). The level of theory is wB97M-V/def2-TZVPD.

Calculated values
Calculated total energy, eV: -36070.14566
Orbital gap, eV: 8.4
ΔE to the lowest compared entry with this formula, charge and spin, kJ/mol: 311.0
SMILES: C=CC[NH2+][C@H](/C=C/N1[C@H](Cc2ccccc2)C(=O)N(C)C1(C)C)c1ccc(OC)cc1
Multiplicity: 1
Total charge: +1

Atoms and positions in Å:
H: -6.26583 2.81675 0.14747
C: 0.93135 2.68592 -2.47796
H: 1.64548 2.09721 -1.88401
C: -0.35019 -1.81716 2.80403
O: 1.00120 5.19054 -5.15574
C: -1.86750 -5.00457 4.17295
O: 1.86136 -3.98823 2.64550
C: 0.56288 4.25236 -4.28754
C: 2.73918 0.03509 1.01938
H: 3.67221 -1.11812 -1.16836
H: -1.23095 -1.21558 2.48926
H: 2.06352 -0.53767 -1.70122
C: -0.37968 -2.82183 5.10287
H: -2.05207 2.63517 -1.08881
C: -0.92885 1.09580 -1.59701
H: 2.45279 6.21383 -6.06345
H: 3.79246 0.12090 0.74926
N: -2.21423 1.67026 -0.87180
H: 1.16848 0.94119 -0.65315
H: -3.63304 1.82501 -2.48737
H: -3.69593 0.30374 -1.73376
H: 4.43166 -3.06444 0.25171
H: -1.47549 4.59561 -4.82227
C: -0.22438 -0.44643 0.16452
C: 4.00037 -2.81171 1.23010
H: -1.88287 -3.97514 2.27790
C: 2.15926 -1.24147 0.42083
H: 0.36417 -1.11989 3.30791
H: -6.02355 2.32700 -1.76411
H: 2.51261 3.59706 -3.55074
H: -0.32918 -3.83260 7.00716
N: 0.66758 -1.36687 0.60769
H: -2.43008 3.04537 -3.16319
C: 2.58344 -1.30372 -1.09645
H: 4.59659 -1.99807 1.67517
H: 2.24165 0.94342 0.67511
H: 0.20842 -1.95028 5.43531
C: 0.14976 0.55205 -0.65379
H: -2.16956 1.34227 0.06981
H: 4.07907 -3.69112 1.87806
H: -1.37621 0.26850 -2.13842
C: -3.56584 1.36428 -1.49978
H: -2.43583 -5.84377 3.81784
C: 1.45446 3.53806 -3.45243
H: -1.27664 -0.76435 0.35862
C: -0.68876 -3.87965 5.96848
C: -1.34705 3.16295 -3.16737
C: -1.55967 -3.96389 3.31155
H: 2.85968 4.52905 -5.77914
H: -0.34204 -3.14139 1.08609
H: 2.65465 0.00227 2.10531
C: -4.51494 1.83677 -0.43402
C: -5.69944 2.42407 -0.71694
H: -3.95071 1.90472 0.54703
C: -0.43104 2.34710 -2.43640
N: 2.61354 -2.44655 1.09720
H: 2.86981 5.68710 -4.43325
C: -0.85883 4.04679 -4.12901
H: 2.36638 -2.30024 -1.52791
H: -1.63353 -5.80484 6.18182
C: 0.32254 -2.41028 1.54966
C: -0.79327 -2.89835 3.76320
C: -1.42406 -4.97787 5.49837
C: 1.65727 -3.06223 1.86915
C: 2.36740 5.40007 -5.35092

# 2
This record from OMol25 describes a molecular structure, C26H34N8O4SV. The level of theory is wB97M-V/def2-TZVPD.

Calculated values
Calculated total energy, eV: -84148.88220
Orbital gap (spin up / spin down), eV: 6.1 / 4.6
ΔE to the lowest compared entry with this formula, charge and spin, kJ/mol: 147.2
Multiplicity: 2

Atoms and positions in Å:
C: -0.84991 7.26414 -0.78475
H: 1.07619 -3.73786 -2.66755
H: -1.17751 0.27294 -4.84285
C: 4.18689 0.80114 0.21505
H: 2.65759 -2.16066 5.36785
H: -2.35071 1.59094 -0.95915
N: 0.30399 0.41924 1.03715
C: 0.51879 0.42744 5.83625
H: -2.80881 1.48564 -3.30275
C: -0.10681 0.42484 4.60285
H: 0.22149 1.14624 6.58585
N: -0.02891 -1.15106 -1.21525
C: 0.98179 5.20484 -1.09585
N: 2.50579 0.32864 1.84005
H: 0.82679 8.57494 -1.00095
C: -1.38601 -5.70916 -0.63155
C: -1.23601 0.09344 -3.75695
H: -1.59521 -6.99616 -2.34425
N: 1.91709 0.68844 -0.44755
C: -0.45791 -5.24596 -2.95395
C: 1.25629 -1.43296 3.92875
H: 0.66649 0.79054 -3.45095
H: -1.56111 8.06584 -0.65565
H: -0.88311 1.13854 4.37335
O: -0.28071 -1.94646 1.55545
H: 3.43479 1.07784 -1.79525
H: -0.47141 -6.18896 -0.28165
H: 2.05219 0.29604 7.94835
H: 2.45299 6.74524 -1.27515
H: 1.11719 -5.03886 -1.46825
C: 1.40709 6.51854 -1.12625
C: 1.88689 -1.43326 5.15385
H: -1.09611 -4.01296 0.72225
C: 0.45149 -4.39886 -2.06045
O: 0.00009 2.60714 -0.75685
H: 4.48079 0.43124 2.32915
C: -2.65891 0.40224 -3.29285
C: -0.85711 3.49684 -0.99695
H: -2.35001 0.26824 0.04775
H: 0.15629 -5.98466 -3.46855
N: 2.13149 -0.51976 7.36475
H: -2.21991 -6.15786 -0.09265
C: -0.17011 -2.29926 -1.11745
H: 2.99709 -1.02766 7.43905
H: -2.32371 5.69964 -0.64275
H: 1.67989 4.38554 -1.20805
C: -1.34661 -4.21876 -0.32415
C: -1.28201 5.95314 -0.77125
N: -0.25991 0.91394 -3.04355
H: -4.02651 0.04534 -1.68325
H: 1.51499 -2.14096 3.15915
C: 0.26319 -0.50986 3.65595
H: -2.32771 -3.76766 -0.52345
C: -0.37111 4.91844 -0.94035
H: -0.52141 1.89494 -3.14285
C: -2.95481 -0.11336 -1.88175
C: 1.53179 -0.49266 6.12685
C: 1.61249 0.45854 0.86365
N: -0.36301 -3.57986 -1.18875
C: 3.19359 0.87454 -0.75405
C: 0.49269 7.54894 -0.97405
C: -1.56961 -5.92746 -2.13315
H: -1.00481 -0.96106 -3.56755
N: -2.13431 0.57814 -0.90335
H: -3.36611 -0.04386 -3.99865
H: -0.90221 -4.60076 -3.71405
H: -2.53831 -5.51666 -2.42095
H: 5.22509 0.95194 -0.02985
V: -0.04051 0.65484 -0.90335
S: -0.46391 -0.58486 2.02865
C: 3.77829 0.51214 1.50935
H: -2.75841 -1.19126 -1.83105
O: -2.04141 3.27314 -1.32265
O: -1.83661 -0.13296 2.05375

# 3
This record from OMol25 describes a molecular structure, C26H35BBaF4N3O10. The level of theory is wB97M-V/def2-TZVPD.

Calculated values
Calculated total energy, eV: -64692.73272
Orbital gap (spin up / spin down), eV: 7.4 / 3.5
Multiplicity: 2
Total charge: +2

Atoms and positions in Å:
H: -0.85148 -3.85422 0.35343
H: 3.64148 1.36374 1.86646
C: 0.61307 -1.57618 4.89477
H: -2.67276 4.55787 2.61494
H: -3.63114 2.03908 4.82527
C: -3.39253 3.92924 2.09067
F: -3.02296 -0.60517 -0.20332
H: -2.08997 2.30005 -1.23245
H: 0.82341 -3.14228 -1.22594
H: -4.50824 3.48729 4.46344
O: 0.48371 2.68334 -5.26387
N: -0.64920 2.18292 -5.27027
H: 4.61553 -2.72856 0.40989
O: 3.83889 -5.12678 -2.73475
C: 1.64237 3.95435 -0.20578
H: -3.24162 -1.42444 -4.25052
H: 5.37997 -1.09076 0.87947
H: -3.35791 1.35363 -1.70809
H: 3.98116 -1.35271 -0.29471
N: 2.99644 -4.32521 -2.28827
H: 0.54369 -2.03709 5.88009
O: 1.47471 -2.02232 3.84653
C: -0.19607 -4.62252 -0.02941
H: 0.28473 -0.69427 -1.81778
H: 3.06878 5.36797 0.43248
C: 1.25474 2.57863 -0.29345
H: 2.22930 -3.06159 1.20127
H: 4.32015 3.66460 1.94016
H: 0.89310 -7.87520 -0.02644
O: -0.10329 4.52858 -1.76760
C: 3.49376 3.39997 1.29717
C: -3.57500 2.96497 4.25283
H: -2.67944 0.47417 -5.61466
H: 0.20057 -1.68650 2.19809
H: 1.14113 -0.64715 5.10965
C: 1.20720 -1.41470 2.51576
O: -3.38517 2.73500 2.89059
C: -1.99082 0.18795 -4.83346
H: -1.71883 -2.05967 -2.23525
H: 1.34923 -0.34134 2.64153
H: -0.93595 -6.05358 1.14798
F: -1.94721 -0.57568 1.79191
O: 3.50189 -1.51860 1.63707
H: 0.83399 1.10240 -3.05042
O: -3.68417 2.65155 0.04656
H: -2.91849 4.57388 0.05347
C: -0.18206 -5.94858 0.38181
C: 1.69767 -6.33863 -1.12608
Ba: -4.53530 0.58467 1.49216
C: -2.27776 -0.94995 -4.13985
C: 2.16159 -2.00113 1.44401
C: -0.87789 0.99565 -4.44566
C: -1.50673 -1.31276 -2.98594
C: -2.86670 3.67631 0.66972
N: 0.79114 4.92378 -0.97740
H: 1.89436 -1.66746 0.44133
H: -0.43447 -1.32553 4.72761
H: -2.87276 3.57749 4.81832
C: -0.02515 0.55692 -3.41197
C: -3.17933 2.32931 -1.25616
H: 0.36019 2.23087 -0.78866
H: -1.83344 3.32953 0.65506
O: 0.97023 6.13311 -0.83902
O: -1.42124 2.45793 -6.14764
C: 4.49201 -1.66538 0.61599
C: 1.79485 -4.96904 -1.52157
C: 2.79138 4.32716 0.51082
H: -4.34100 4.46512 2.05402
O: 3.08943 -3.08387 -2.26813
F: -1.14942 0.65976 0.02902
C: 0.76425 -4.19340 -0.98502
H: 2.54002 -6.95070 -1.41284
C: 2.03346 1.63662 0.39989
H: 1.82672 0.58014 0.31326
F: -1.07092 -1.55273 0.04598
C: -0.37451 -0.53937 -2.65910
C: 3.08158 2.05681 1.25608
H: -3.54440 3.03018 -2.00689
B: -1.81869 -0.47823 0.39325
C: 0.76213 -6.81926 -0.21143